{
  "formula": "C7H15N",
  "method": "ωB97M-V with the def2-TZVPD basis set",
  "lumo_ev": 1.13,
  "e_above_lowest_kcal_mol": 29.7,
  "charge": 0,
  "orbital_gap_ev": 9.9,
  "smiles": "C=C(C)[C@H](C)[C@@H](C)N",
  "species": ["C", "C", "C", "C", "C", "C", "C", "N", "H", "H", "H", "H", "H", "H", "H", "H", "H", "H", "H", "H", "H", "H", "H"],
  "positions_angstrom": [[0.803, 0.838, -2.127], [-0.146, 0.918, -1.183], [-1.039, 2.127, -1.139], [-0.371, -0.350, -0.121], [-1.772, -0.305, 0.508], [0.726, -0.374, 0.942], [0.559, -1.898, 1.605], [2.093, -0.217, 0.530], [1.492, 0.000, -2.180], [0.928, 1.601, -2.893], [-2.071, 1.857, -1.385], [-1.025, 2.594, -0.150], [-0.743, 2.891, -1.870], [-0.302, -1.226, -0.776], [-2.119, -1.316, 0.742], [-2.517, 0.142, -0.153], [-1.772, 0.268, 1.442], [0.514, 0.350, 1.735], [-0.450, -2.282, 1.764], [1.030, -1.897, 2.593], [1.082, -2.621, 0.970], [2.734, -0.205, 1.318], [2.365, -0.896, -0.173]]
}

{
  "formula": "C4H4O4",
  "method": "ωB97M-V with the def2-TZVPD basis set",
  "lumo_ev": -0.03,
  "e_above_lowest_kcal_mol": 66.0,
  "charge": 0,
  "orbital_gap_ev": 11.0,
  "smiles": "O=C(O)/C=C/C(=O)O",
  "species": ["O", "C", "O", "C", "C", "C", "O", "O", "H", "H", "H", "H"],
  "positions_angstrom": [[2.292, -1.370, -0.056], [2.086, -0.262, -0.006], [3.020, 0.745, -0.018], [0.587, 0.391, -0.119], [-0.328, -0.526, -0.060], [-1.791, 0.016, -0.058], [-2.011, 1.173, -0.075], [-2.713, -0.915, -0.073], [2.482, 1.692, -0.078], [0.122, 1.159, 0.167], [-0.203, -1.538, -0.113], [-3.543, -0.566, 0.488]]
}

{
  "formula": "C8H8Cl2NO2",
  "method": "ωB97M-V with the def2-TZVPD basis set",
  "lumo_ev": 2.40,
  "e_above_lowest_kcal_mol": 20.2,
  "charge": -1,
  "orbital_gap_ev": 6.4,
  "species": ["C", "C", "C", "C", "C", "C", "C", "C", "N", "O", "O", "Cl", "Cl", "H", "H", "H", "H", "H", "H", "H", "H"],
  "positions_angstrom": [[-2.189, -0.958, 0.501], [-2.423, 0.334, 0.884], [-0.922, -1.448, -0.026], [-1.345, 1.214, 0.739], [4.252, 2.602, -0.708], [-0.315, 1.794, 0.512], [0.119, -0.687, -0.241], [-0.908, -2.982, -0.214], [1.290, -0.306, -0.585], [3.400, 2.350, -1.420], [5.152, 2.841, -0.073], [-4.575, 3.066, -0.204], [3.091, 0.880, 1.132], [-2.909, -1.761, 0.475], [-3.443, 0.674, 1.060], [0.627, 2.242, 0.254], [-1.018, -3.176, -1.259], [-1.600, -3.432, 0.464], [0.055, -3.554, -0.039], [2.132, 0.133, 0.185], [1.529, 0.174, -1.438]]
}

{
  "formula": "C4H5Cl2N4O2",
  "method": "ωB97M-V with the def2-TZVPD basis set",
  "lumo_ev": [-5.82, -5.82],
  "e_above_lowest_kcal_mol": 23.3,
  "charge": 1,
  "orbital_gap_ev": [7.7, 7.7],
  "smiles": "NC1=N[C@@H](Cl)C(Cl)=[NH+]/C1=[N+](\\[O-])O",
  "species": ["N", "C", "N", "C", "Cl", "C", "Cl", "N", "C", "N", "O", "O", "H", "H", "H", "H", "H"],
  "positions_angstrom": [[2.077, -1.134, 0.249], [0.724, -0.738, 0.106], [-0.167, -1.579, 0.214], [-1.539, -1.568, 0.052], [-2.411, -1.755, 1.717], [-2.040, -0.184, -0.576], [-3.594, 0.104, -1.044], [-1.208, 0.833, -0.716], [0.235, 0.784, -0.451], [0.823, 1.904, 0.015], [0.415, 3.018, -0.072], [2.054, 1.526, 0.493], [2.805, -0.443, 0.276], [2.350, -2.092, 0.672], [-1.988, -2.458, -0.271], [-1.445, 1.787, -0.796], [2.908, 1.995, 0.133]]
}

{
  "formula": "C7H7BrN3OS",
  "method": "ωB97M-V with the def2-TZVPD basis set",
  "lumo_ev": -4.27,
  "e_above_lowest_kcal_mol": 69.2,
  "charge": 1,
  "orbital_gap_ev": 9.2,
  "smiles": "C[S@@](=O)(=[NH+]C#N)c1ccc(Br)cn1",
  "species": ["C", "S", "O", "N", "C", "N", "C", "C", "C", "C", "Br", "C", "N", "H", "H", "H", "H", "H", "H", "H"],
  "positions_angstrom": [[-2.360, -1.167, 1.319], [-0.446, -0.849, 1.095], [0.096, -0.383, 2.308], [0.158, -2.320, 0.630], [1.352, -2.701, 1.138], [2.296, -2.884, 1.767], [0.041, 0.490, -0.179], [1.045, 1.336, 0.165], [1.379, 2.331, -0.797], [0.719, 2.287, -2.032], [1.147, 3.543, -3.355], [-0.234, 1.318, -2.283], [-0.472, 0.402, -1.365], [-2.939, -1.087, 0.484], [-2.753, -0.343, 2.121], [-2.361, -2.126, 1.899], [-0.058, -2.949, -0.102], [1.536, 1.205, 1.229], [2.371, 2.851, -0.767], [-0.518, 1.045, -3.275]]
}